(1)
Formula: C9H22CeN2O2P2
Source: OMol25
Level of theory: wB97M-V/def2-TZVPD

The geometry in XYZ format:
```
38
Properties=species:S:1:pos:R:3:lowdin_spin:R:1
Ce 1.252 -0.260 0.875 1.027
P 0.221 1.125 3.395 -0.002
P 3.461 -0.052 -1.131 0.045
N -0.834 -1.196 1.393 -0.001
N 0.635 -1.550 -0.888 0.366
H -2.417 -2.160 0.314 0.000
H -0.461 -3.348 -1.140 0.016
H -1.186 -3.235 1.022 0.001
C -1.335 -2.267 0.524 -0.001
H -1.334 -1.900 -1.591 0.019
C -0.626 -2.298 -0.843 0.042
H -2.682 -0.877 2.411 0.000
H 0.790 -2.109 -2.904 -0.002
C -1.707 -0.466 2.098 0.000
C 1.288 -1.560 -2.083 0.028
C -1.325 0.910 2.363 0.008
C 2.506 -0.962 -2.349 0.403
H -2.106 1.646 2.487 0.000
H 2.882 -1.084 -3.368 0.015
H 3.901 0.969 -2.026 0.010
H 4.627 -0.882 -1.206 0.023
H 0.005 2.515 3.654 0.000
H -0.289 0.662 4.657 0.000
H -0.988 0.732 -1.586 0.000
C -0.889 1.724 -1.110 0.000
C 0.125 2.578 -1.842 0.001
C -2.283 2.310 -0.956 0.000
O -0.184 1.505 0.177 0.001
H -0.203 2.819 -2.855 0.000
H 0.262 3.510 -1.284 0.000
H 1.104 2.086 -1.870 0.001
H -2.985 1.609 -0.489 0.000
H -2.304 3.255 -0.398 0.000
H -2.651 2.516 -1.968 0.000
H -0.849 1.321 1.088 0.001
O 2.074 -2.208 2.291 0.000
H 2.995 -2.453 2.495 0.000
H 1.513 -2.927 2.641 0.000
```

Summary:
- Orbital gap (spin up / spin down): 7.57 / 4.80 eV
- Multiplicity: 3
- E_LUMO (spin up / spin down): -6.64 / -9.40 eV
- Net charge: +2

---

(2)
Formula: C9H22Cl14O2
Source: OMol25
Level of theory: wB97M-V/def2-TZVPD

The geometry in XYZ format:
```
47
Properties=species:S:1:pos:R:3:mulliken_charge:R:1
Cl 11.095 8.927 5.250 -0.119
C 10.152 10.311 4.918 -0.087
Cl 11.148 11.614 4.299 -0.148
H 9.452 10.006 4.087 0.397
H 9.590 10.612 5.813 -0.041
Cl 15.731 8.388 6.948 -0.179
C 14.334 7.606 6.134 0.060
Cl 13.439 6.460 7.085 -0.117
H 13.730 8.457 5.856 -0.141
H 14.766 7.083 5.288 0.355
Cl 6.795 14.798 6.741 -0.166
C 7.561 13.563 7.756 0.318
Cl 6.638 13.017 9.219 -0.152
H 7.649 12.641 7.118 0.224
H 8.474 14.005 8.059 -0.236
Cl 10.201 14.992 10.938 -0.127
C 8.956 16.203 10.577 -0.173
Cl 7.473 15.881 11.392 -0.133
H 9.259 17.210 10.698 0.361
H 8.739 16.073 9.556 0.073
Cl 12.711 9.272 9.523 -0.109
C 14.078 10.437 9.857 0.151
Cl 14.040 11.298 11.397 -0.165
H 15.012 9.838 9.836 0.308
H 14.027 11.145 9.007 -0.171
Cl 13.751 16.032 6.071 -0.183
C 12.520 15.304 7.079 0.065
Cl 11.020 14.952 6.187 -0.161
H 12.842 14.342 7.532 -0.031
H 12.252 15.969 7.832 0.353
Cl 7.839 6.480 10.260 -0.144
C 8.316 6.771 8.657 -0.369
Cl 9.689 7.910 8.474 -0.065
H 8.600 5.745 8.277 0.270
H 7.509 7.173 8.111 0.286
C 10.712 12.160 8.649 -0.329
O 10.912 11.140 7.694 0.183
H 9.686 12.084 9.015 0.289
H 11.399 12.079 9.496 0.233
H 10.856 13.108 8.119 -0.149
H 10.932 10.240 8.133 -0.100
C 14.560 12.338 5.843 -0.635
O 13.663 12.466 6.926 -0.340
H 14.705 13.371 5.454 0.172
H 15.513 11.962 6.165 0.296
H 14.195 11.795 4.960 0.251
H 12.895 11.910 6.704 0.128
```

Summary:
- Orbital gap: 10.61 eV
- E_LUMO: 0.27 eV
- ΔE to the lowest compared entry with this formula, charge and spin: 0.0 kJ/mol
- Net charge: 0
- SMILES: ClCCl.ClCCl.ClCCl.ClCCl.ClCCl.ClCCl.ClCCl.CO.CO

---

(3)
Formula: C9H22ClIO2PTm
Source: OMol25
Level of theory: wB97M-V/def2-TZVPD

The geometry in XYZ format:
```
37
Properties=species:S:1:pos:R:3:lowdin_spin:R:1
C -0.033 -4.493 -2.875 0.000
I 1.058 -2.739 -2.073 -0.003
H -1.092 -4.395 -2.638 0.000
H 0.398 -5.377 -2.408 0.000
H 0.136 -4.513 -3.950 0.000
Tm -0.563 -1.014 -0.326 2.009
P -0.006 1.264 -1.996 0.000
C 1.466 1.747 -2.935 -0.001
C -1.162 0.806 -3.354 0.002
H -1.548 2.778 -0.892 0.000
H -0.835 3.538 -2.356 0.000
H 0.120 3.392 -0.846 0.000
C -0.632 2.907 -1.478 0.000
H -2.163 0.631 -2.938 0.000
H -1.190 1.622 -4.089 0.000
H 1.196 2.420 -3.763 0.000
H 1.960 0.857 -3.337 0.000
H -0.818 -0.120 -3.834 0.000
H 2.174 2.253 -2.270 0.000
C 1.647 -0.083 -0.334 -0.003
O 2.789 0.134 -0.311 -0.001
Cl -2.809 -0.026 -0.183 -0.003
C -0.688 -3.160 3.170 0.000
C -1.331 -2.067 2.340 0.001
O -0.318 -1.156 1.798 -0.002
C 0.510 -0.448 2.793 0.000
C 0.283 1.051 2.712 0.000
H 0.019 -3.737 2.565 0.000
H -1.453 -3.851 3.535 0.000
H -0.162 -2.765 4.044 0.000
H -1.879 -2.485 1.478 0.000
H -2.036 -1.470 2.931 0.000
H 0.247 -0.830 3.788 0.000
H 1.549 -0.724 2.573 0.000
H -0.790 1.297 2.694 0.000
H 0.733 1.510 3.599 0.000
H 0.765 1.472 1.819 0.000
```

Summary:
- Orbital gap (spin up / spin down): 8.04 / 8.08 eV
- Multiplicity: 3
- E_LUMO (spin up / spin down): -8.35 / -8.33 eV
- Net charge: +2

---

Ordered molecular weight results: 392.4, 658.6, 524.5; unit g mol⁻¹.